(1)
ORCA calculation (ωB97M-V/def2-TZVPD) on a gas-phase ion, C10H13O5 (charge +1) in a non-equilibrium geometry.

Summary:
Energy relative to the best compared isomer or geometry (same formula, charge and spin) (kcal/mol): 1.6
E_tot (a.u.): -764.6998
Max |F| (eV/A): 4.37
Charge: +1
Frontier orbital gap (Ha): 0.3271
LUMO energy (eV): -4.29
HOMO level (eV): -13.19

Each line ends with the Löwdin charge.
Positions of all 28 atoms, in Å:
C: 1.40650 -1.33505 1.64255  -0.0324
C: 1.19491 -0.12055 1.27040  -0.0504
C: 1.94809 -2.50046 0.77340  -0.1978
C: 1.23393 2.69431 -0.20670  -0.3196
C: -1.68598 -2.00817 -0.22739  -0.5288
C: 1.24189 0.45829 -0.11012  -0.1658
C: -0.12338 0.93788 -0.65659  -0.0883
C: 1.59255 4.03979 -0.16231  0.0711
C: -2.10067 -3.07079 -1.15163  0.0407
C: -1.59404 0.40907 -0.26040  -0.0893
O: 0.04770 2.37453 -0.59096  0.1578
O: -1.29774 -1.98527 0.86220  0.1561
O: 2.11168 -2.42662 -0.41991  0.0641
O: 2.04082 1.64923 0.04299  0.1489
O: -1.77645 -0.81136 -0.92498  -0.0374
H: 1.54972 -1.47162 2.73842  0.1333
H: 0.63834 0.54555 1.94547  0.1475
H: 2.13296 -3.41195 1.44475  0.1417
H: 1.82505 -0.18165 -0.72913  0.1473
H: -0.17431 0.64553 -1.70145  0.1643
H: 1.65920 4.40496 0.93444  0.1682
H: 0.78592 4.68286 -0.62389  0.1459
H: 2.66914 4.10911 -0.57908  0.1667
H: -2.12597 -2.87071 -2.21533  0.1003
H: -3.09727 -3.22785 -0.87478  0.0769
H: -1.66101 -4.09643 -0.80756  0.1481
H: -2.34519 1.26056 -0.58752  0.1754
H: -1.87441 0.20003 0.83607  0.1556

Force components x, y, z for each atom (eV/Å):
C 2.618 -2.701 1.166
C -2.210 2.418 -0.874
C -0.528 0.536 1.217
C -0.110 -4.361 -0.151
C 0.054 1.702 -3.525
C -0.432 -1.533 1.593
C -0.758 -1.461 -0.668
C 1.797 3.467 1.109
C 1.088 -2.964 1.153
C -0.565 1.399 2.154
O -0.051 0.383 0.378
O 0.807 -1.030 3.629
O -0.107 -0.285 0.778
O -1.720 3.624 -0.708
O -0.489 1.044 -1.404
H -0.962 -0.429 -0.810
H 0.841 -0.003 0.275
H 0.053 0.659 -1.249
H -0.034 -0.457 -0.927
H 0.273 0.472 -0.396
H 0.047 -0.746 -1.519
H 1.279 -0.748 0.160
H -1.813 0.344 0.482
H 0.606 0.149 0.089
H -2.010 -0.221 0.298
H -0.287 1.959 -1.029
H 1.478 -1.950 0.091
H 1.138 0.733 -1.311



(2)
ORCA calculation (ωB97M-V/def2-TZVPD) on a molecular structure, C10H14BCdFN6 in a non-equilibrium geometry.

Summary:
Energy relative to the best compared isomer or geometry (same formula, charge and spin) (kcal/mol): 0.0
E_tot (a.u.): -1010.4693
Max |F| (eV/A): 2.08
Frontier orbital gap (Ha): 0.2716
LUMO energy (eV): -1.08
HOMO level (eV): -8.47

Each line ends with the Löwdin charge.
Positions of all 33 atoms, in Å:
H: -2.02018 -2.51128 2.12043  0.0956
N: -1.06635 -1.40186 0.57903  -0.0913
B: -0.27674 -0.42863 -1.67714  -0.4808
N: -1.04863 -1.49304 -0.80030  -0.0252
C: -1.81856 -2.53950 -1.18743  -0.0498
Cd: -2.03447 0.29084 1.82973  1.4421
H: -1.94874 -2.77678 -2.22974  0.1201
C: -2.32779 -3.14688 -0.02216  -0.0777
H: -2.97289 -4.00327 0.07453  0.0897
C: -1.82201 -2.42644 1.05324  -0.1981
H: -0.48556 -0.62624 -2.83999  0.1078
C: 1.78274 1.40923 3.04442  -0.0545
H: 2.00777 1.90848 3.99135  0.0155
H: 1.00438 1.97412 2.48953  0.0012
H: 2.70213 1.41286 2.45343  0.0080
N: 1.24931 -0.58921 -1.35723  -0.0576
N: -0.75454 0.99509 -1.23116  -0.0285
N: 1.61246 -0.44616 -0.02978  0.0452
N: -0.79335 1.34904 0.10289  -0.0723
C: 2.34611 -0.82487 -2.12047  -0.1020
C: -1.23512 2.01225 -1.98827  -0.0500
H: 2.25182 -0.96631 -3.17690  0.1028
H: -1.31019 1.89975 -3.05257  0.1180
C: 3.45702 -0.83998 -1.27760  -0.0867
C: -1.57719 3.07031 -1.12347  -0.0681
C: 2.94224 -0.60300 0.02480  -0.1636
C: -1.26560 2.61837 0.15847  -0.1938
H: 4.49740 -0.99549 -1.50292  0.0769
H: -1.98645 4.03351 -1.36520  0.0889
H: 3.47405 -0.52063 0.95363  0.0840
H: -1.42639 3.09941 1.11049  0.0919
H: 1.36623 0.42073 3.19275  0.0067
F: -2.52292 0.64560 3.80364  -0.6945

Force components x, y, z for each atom (eV/Å):
H 0.249 -0.193 -0.272
N -0.601 -0.404 -0.011
B 1.121 -0.333 0.699
N -0.924 0.001 1.218
C 0.261 0.237 1.629
Cd 1.369 0.046 0.137
H 0.067 -0.054 0.022
C -0.049 -0.341 -0.569
H 0.008 -0.057 -0.305
C 0.104 0.829 -1.359
H -0.151 0.098 -0.008
C -0.386 0.846 -0.345
H -0.272 -0.175 -0.064
H 0.580 -0.105 0.310
H -0.281 -0.289 -0.039
N 0.133 0.277 1.357
N -0.787 0.472 0.906
N 0.583 -0.146 -0.648
N -0.587 0.748 -0.279
C 0.300 0.099 1.044
C 0.161 0.163 1.689
H 0.052 -0.033 -0.292
H 0.078 0.094 -0.157
C -0.496 0.048 0.203
C 0.255 -0.384 -0.513
C -1.314 0.048 -1.614
C -0.135 -1.026 -1.061
H -0.033 -0.044 -0.307
H 0.002 0.030 -0.214
H -0.001 -0.024 0.181
H 0.195 0.096 0.049
H 0.326 -0.285 0.114
F 0.174 -0.239 -1.501